# 1
72
Properties=species:S:1:pos:R:3 method="wB97M-V/def2-TZVPD" de_lowest_kj_mol=0.0 s2=15.760 spin_multiplicity=8 fmax_ev_per_a=1.76 total_charge=-1
Eu 0.177 -0.262 0.015
F -0.157 3.168 6.012
C -0.243 2.121 5.183
F 0.490 1.131 5.720
F -1.517 1.718 5.184
C 0.264 2.481 3.812
C 0.814 3.736 3.567
C 1.344 3.996 2.316
C 1.290 2.998 1.383
N 0.766 1.785 1.610
C 0.211 1.515 2.799
S -0.529 -0.050 3.029
H 0.849 4.459 4.370
H 1.785 4.959 2.123
H 1.699 3.102 0.376
C 4.945 -0.984 1.007
C 3.467 -0.987 0.640
O 2.967 0.339 0.512
P 2.433 -1.882 1.898
O 2.396 -0.867 3.134
O 3.311 -3.131 2.351
O 1.109 -2.340 1.416
P 3.180 -1.749 -1.092
O 3.409 -3.319 -0.521
O 4.252 -1.351 -2.039
O 1.750 -1.604 -1.440
H 5.086 -0.491 1.976
H 5.519 -0.475 0.235
H 5.330 -1.994 1.096
H 2.631 0.672 1.356
H 1.443 -0.676 3.399
H 3.676 -3.557 1.550
H 3.737 -3.889 -1.227
C 2.062 1.655 -2.570
N 0.762 2.145 -2.961
C 0.465 3.469 -3.156
C -0.829 3.516 -3.483
N -1.335 2.236 -3.505
B -2.840 1.896 -3.654
N -3.361 1.173 -2.340
C -4.498 0.399 -2.370
C -4.842 0.060 -1.114
N -3.895 0.621 -0.301
C -3.854 0.514 1.138
C -2.976 1.296 -1.051
S -1.628 2.121 -0.373
C -0.347 1.382 -3.164
S -0.463 -0.299 -2.990
H 2.832 2.372 -2.848
H 2.246 0.703 -3.050
H 2.128 1.539 -1.503
H 1.204 4.248 -3.015
H -1.420 4.375 -3.696
H -3.451 2.927 -3.795
H -3.007 1.119 -4.565
H -4.988 0.122 -3.276
H -5.628 -0.545 -0.720
H -4.765 0.039 1.485
H -3.766 1.502 1.575
H -2.974 -0.047 1.430
O -2.076 -1.620 0.056
N -1.741 -2.824 -0.307
C -1.345 -3.740 0.632
C -1.238 -5.079 0.318
C -1.473 -5.441 -1.012
C -1.663 -4.489 -2.026
C -1.813 -3.179 -1.627
H -1.210 -3.284 1.596
H -1.012 -5.840 1.064
H -1.446 -6.492 -1.280
H -1.701 -4.819 -3.046
H -2.001 -2.304 -2.246

=====

# 2
11
Properties=species:S:1:pos:R:3 method="wB97M-V/def2-TZVPD" de_lowest_kj_mol=164.1 fmax_ev_per_a=0.95 smiles="O=C1NC[C@@H]1O"
O 0.653 1.433 -0.839
C 0.070 0.776 0.270
C -1.133 -0.132 -0.023
N -0.203 -1.237 -0.207
C 0.889 -0.558 0.245
O 2.065 -0.837 0.267
H 1.588 1.454 -0.573
H -0.123 1.524 1.048
H -1.776 -0.306 0.849
H -1.715 0.191 -0.886
H -0.357 -2.235 -0.169